Entry 1:
{"formula": "C3H4N2O2", "method": "ωB97M-V/def2-TZVPD", "symbols": ["O", "C", "C", "H", "H", "H", "N", "N", "O", "C", "H"], "positions_angstrom": [[2.35, 0.66, -0.21], [-1.04, 0.26, -0.38], [1.07, 0.22, -0.33], [-2.36, 1.53, -0.05], [1.28, -1.99, -0.48], [2.39, 1.53, -0.60], [-0.70, -1.03, -0.52], [-0.01, 1.06, -0.25], [-2.33, 0.61, -0.35], [0.70, -1.08, -0.51], [-1.34, -1.75, -0.81]], "de_lowest_kcal_mol": 29.42, "lumo_energy_ev": 0.8, "smiles": "Oc1c[nH]c(O)n1", "energy_ev": -10250.9894, "spin_multiplicity": 1}

---

Entry 2:
{"formula": "C32H36N4O2S", "method": "ωB97M-V/def2-TZVPD", "symbols": ["S", "H", "H", "H", "C", "C", "H", "C", "H", "C", "C", "H", "O", "O", "H", "H", "C", "H", "C", "C", "H", "C", "H", "H", "H", "H", "C", "H", "N", "H", "C", "C", "C", "C", "C", "H", "H", "H", "C", "H", "C", "H", "C", "H", "N", "C", "H", "H", "H", "H", "C", "H", "H", "C", "C", "N", "H", "C", "H", "H", "C", "C", "H", "C", "C", "C", "H", "H", "C", "H", "H", "C", "N", "C", "C"], "positions_angstrom": [[5.03, 2.12, 1.54], [-0.02, -3.70, 1.34], [3.25, 4.17, 0.74], [-0.81, 4.12, -2.03], [-4.35, -0.76, 1.34], [0.64, -2.97, -2.26], [-2.62, -1.10, -1.46], [-4.72, 0.34, -0.82], [1.59, 4.12, -1.40], [0.00, -1.86, -2.80], [6.64, 0.82, -0.21], [0.22, 1.35, -3.08], [1.64, 0.66, 2.10], [-3.36, 4.00, -1.46], [7.37, 1.55, 0.09], [-1.83, 2.76, 1.89], [2.63, 0.83, 1.41], [-3.63, -1.46, 3.24], [-1.88, -1.75, 0.44], [1.23, 3.37, 0.58], [3.16, -2.29, 0.79], [3.28, 2.15, 1.25], [7.93, -0.14, -1.62], [-0.62, -1.97, -3.67], [-1.78, -2.70, 3.63], [0.01, -4.19, 3.03], [-1.33, -2.55, 2.65], [-1.14, 0.35, -3.63], [-3.78, -0.32, 0.08], [1.08, 0.48, -0.63], [6.95, -0.13, -1.17], [-0.64, -3.85, 2.23], [1.44, -2.84, -1.14], [1.61, -1.59, -0.55], [2.66, 3.28, 0.89], [-5.57, 1.91, 0.43], [-0.58, -1.74, 2.74], [-5.21, 2.43, -1.23], [2.46, -1.45, 0.69], [6.19, -1.76, -2.34], [5.98, -1.03, -1.57], [1.81, -1.43, 1.57], [-0.50, 3.81, -1.04], [0.54, 2.74, 2.51], [3.20, -0.20, 0.72], [4.73, -1.03, -0.97], [-4.29, 0.30, -1.82], [1.94, -3.70, -0.73], [-4.94, 0.05, 1.77], [-1.38, -4.61, 2.02], [-3.03, -1.41, -0.50], [0.51, -3.93, -2.72], [-5.71, -0.15, -0.84], [5.39, 0.83, 0.38], [-4.86, 1.81, -0.40], [-2.39, -2.18, 1.73], [-1.15, 1.07, -2.01], [-1.08, 3.02, 1.15], [-1.22, -0.87, 0.54], [-3.65, -2.31, -0.65], [4.42, -0.11, 0.03], [-0.52, 0.61, -2.77], [-5.00, -1.64, 1.20], [0.97, -0.49, -1.09], [-1.47, 3.38, -0.14], [0.84, 3.81, -0.68], [3.98, -1.73, -1.30], [-2.61, -0.21, 2.48], [-3.21, -1.12, 2.29], [-3.06, 1.59, 0.54], [-1.30, -2.57, 0.00], [0.16, -0.61, -2.22], [-3.57, 2.30, 0.02], [0.25, 3.02, 1.51], [-2.89, 3.28, -0.60]], "de_lowest_kcal_mol": 0.00, "lumo_energy_ev": 0.4, "smiles": "CCN1CCN(CCNC(=O)c2ccc(/C=C3/Sc4ccccc4N(Cc4cccc(C)c4)C3=O)cc2)CC1", "energy_ev": -54660.3003, "spin_multiplicity": 1}

---

Entry 3:
{"formula": "C40H68N4O6", "method": "ωB97M-V/def2-TZVPD", "symbols": ["C", "H", "C", "C", "H", "H", "H", "H", "O", "C", "C", "H", "H", "H", "C", "C", "H", "H", "H", "H", "N", "H", "O", "C", "H", "H", "C", "C", "C", "C", "H", "H", "C", "C", "H", "H", "C", "C", "H", "H", "C", "H", "C", "H", "H", "N", "C", "H", "H", "H", "H", "H", "H", "H", "H", "O", "H", "C", "H", "C", "C", "H", "H", "C", "H", "H", "H", "H", "H", "H", "H", "C", "N", "H", "H", "H", "C", "H", "H", "H", "C", "H", "H", "H", "H", "C", "C", "C", "H", "H", "C", "H", "C", "C", "H", "H", "C", "C", "C", "H", "C", "H", "H", "H", "H", "H", "H", "H", "H", "C", "O", "C", "C", "C", "O", "O", "N", "H"], "positions_angstrom": [[-3.83, -4.09, -0.55], [0.74, 4.89, 2.86], [3.43, 3.70, -2.54], [0.17, -6.34, 2.78], [4.43, 0.46, 2.06], [1.12, -7.58, 0.07], [2.30, 0.34, -2.25], [-2.51, -0.96, 5.44], [-0.87, -5.83, 2.01], [5.48, 2.00, 1.07], [-4.92, -4.47, -1.58], [6.52, 2.29, 1.08], [2.31, -6.88, 2.26], [1.72, -5.25, 1.99], [0.45, 4.82, -5.37], [-2.87, -3.40, -1.48], [-0.12, -3.96, 2.65], [1.45, 3.18, 1.38], [4.12, 1.62, 4.03], [-0.95, -5.66, -0.08], [1.46, -0.94, 0.57], [-5.50, -3.12, -3.16], [-0.52, 2.32, 3.36], [4.46, 3.13, 1.21], [-2.32, 1.24, 3.71], [1.12, 5.50, -4.85], [-2.30, 0.14, -2.32], [-0.24, 1.94, 2.01], [2.00, 0.08, -0.12], [1.33, -1.52, -1.54], [1.54, 5.69, -0.66], [-4.26, -1.80, 1.66], [1.95, -0.24, -1.47], [-3.84, -1.35, 2.53], [4.09, 6.49, -0.74], [6.06, 0.58, 2.61], [4.70, 2.17, 3.28], [-2.99, -0.75, 4.49], [-3.30, -4.95, -0.14], [-0.90, 4.10, 4.30], [-0.32, 2.67, -5.35], [-3.70, 1.72, -2.93], [0.26, -1.00, 3.90], [2.13, 3.81, -6.18], [-2.23, -2.73, -1.10], [-0.51, -1.99, 3.37], [1.15, 4.13, -6.54], [-2.24, -0.76, -2.87], [-3.40, 0.49, 1.58], [-1.17, 1.67, 1.59], [-0.15, 1.78, -4.84], [-4.96, -5.51, -1.74], [5.40, 4.64, -2.31], [3.69, 3.05, 0.45], [2.44, 1.00, 0.26], [0.05, 3.76, -4.50], [-4.22, -4.33, -3.63], [-3.62, -1.84, 3.83], [0.42, 1.08, 2.05], [2.35, 5.22, -1.24], [-1.02, 3.63, 3.31], [-0.66, 5.11, 1.73], [-1.28, -7.30, 0.67], [1.57, -1.39, 3.95], [1.44, -1.05, 1.60], [-1.64, 0.80, -2.85], [-4.25, -0.07, -3.00], [1.30, 4.75, -7.42], [-2.04, 3.69, 3.00], [1.31, -2.24, -2.30], [-0.53, 3.21, -7.41], [1.43, -6.29, 1.96], [-3.32, -0.06, 2.44], [0.55, -2.75, 0.25], [-0.86, 0.64, -0.82], [5.61, 2.63, 3.76], [0.26, 2.92, -6.76], [-4.50, -0.10, -0.60], [2.43, -3.34, 3.02], [0.27, -5.74, 3.67], [1.60, -2.72, 3.34], [5.21, 1.43, 0.23], [-2.25, -4.09, -2.02], [-4.78, 1.68, -0.68], [-0.06, 3.48, 0.39], [0.28, -3.03, 3.03], [3.68, 5.64, -1.33], [-0.69, -6.41, 0.64], [1.32, 3.59, -2.13], [1.23, -5.74, -0.06], [-4.10, 0.84, -0.98], [-1.48, -1.85, 3.24], [-1.85, 0.16, -0.86], [5.21, 1.17, 2.30], [-0.29, -0.10, 4.16], [-1.43, 2.74, -5.41], [-4.62, -3.63, -2.79], [1.04, -1.92, -0.26], [-2.89, 0.32, 3.62], [3.46, 2.75, -3.06], [-3.71, 0.76, -2.43], [-3.80, -2.74, 4.33], [-0.45, 5.44, -5.69], [-4.19, -3.50, 0.21], [4.93, 4.04, 0.94], [-5.89, -4.24, -1.14], [-0.11, -7.33, 3.07], [2.40, -0.83, 4.36], [-1.80, -0.78, -0.33], [4.36, 4.68, -2.11], [3.91, 3.05, 2.52], [-0.12, 4.40, 2.33], [0.81, -6.58, 0.47], [0.40, 3.20, 1.35], [-3.63, -2.63, -2.41], [-2.87, 1.07, -0.27], [2.22, 4.06, -1.96], [0.80, 2.13, -7.23]], "de_lowest_kcal_mol": 45.67, "lumo_energy_ev": 0.7, "smiles": "c1cc[nH]c1.c1cc[nH]c1.c1cc[nH]c1.c1cc[nH]c1.C1CCOC1.C1CCOC1.C1CCOC1.C1CCOC1.C1CCOC1.C1CCOC1", "energy_ev": -60822.4202, "spin_multiplicity": 1}

---

Entry 4:
{"formula": "C7H16N5O2", "method": "ωB97M-V/def2-TZVPD", "symbols": ["H", "H", "H", "C", "H", "H", "H", "C", "C", "N", "H", "C", "C", "H", "C", "C", "O", "H", "N", "N", "H", "N", "H", "N", "O", "H", "H", "H", "H", "H"], "positions_angstrom": [[1.34, 1.00, 0.54], [-0.10, 0.22, -3.34], [2.07, 1.21, -1.09], [0.21, -1.74, -0.18], [-1.61, 0.77, -3.02], [-3.24, 1.40, -0.68], [3.81, 0.67, 0.06], [-0.02, -2.29, 1.98], [-0.49, 0.40, -1.29], [-0.25, -1.39, 1.04], [-2.13, 2.79, -0.15], [1.78, 0.56, -0.31], [0.71, -0.44, -0.96], [1.09, -2.36, -0.11], [3.04, -0.05, 0.22], [-2.28, 1.93, -0.77], [-1.29, 0.63, 3.00], [2.96, -0.17, 1.29], [-1.68, 0.57, 1.71], [-1.23, 1.08, -0.42], [-0.47, -2.31, -0.97], [-0.91, 1.17, 0.95], [-2.21, 2.28, -1.86], [-0.72, 0.54, -2.62], [-2.69, 0.04, 1.37], [1.08, -0.82, -1.91], [-0.30, -2.09, 3.01], [-0.32, 0.73, 2.98], [3.37, -1.06, -0.32], [0.46, -3.27, 1.84]], "de_lowest_kcal_mol": 107.72, "lumo_energy_ev": -3.2, "smiles": "C=NC[C@H](CC)C(=[NH2+])N(C)/N=[N+](\\[O-])O", "total_charge": 1, "energy_ev": -19051.3024, "spin_multiplicity": 1}

---

Entry 5:
{"formula": "C27H31N3O8PS2SeTl", "method": "ωB97M-V/def2-TZVPD", "symbols": ["H", "C", "C", "N", "C", "C", "H", "C", "N", "C", "C", "H", "C", "H", "N", "C", "H", "O", "C", "H", "H", "H", "H", "H", "P", "H", "H", "H", "S", "H", "C", "C", "C", "H", "O", "C", "C", "C", "C", "C", "H", "C", "C", "C", "C", "O", "H", "S", "H", "O", "H", "H", "O", "O", "H", "Se", "H", "H", "O", "C", "C", "O", "Tl", "H", "H", "C", "H", "H", "H", "H", "H", "C", "H", "C"], "positions_angstrom": [[1.63, 2.10, 0.31], [-3.22, -2.50, -2.65], [-1.34, -3.59, -0.28], [0.44, 0.73, 1.28], [-2.14, 2.83, 2.81], [0.37, -3.69, -1.97], [-2.24, -3.12, 0.12], [5.68, -0.62, 2.18], [6.64, -2.79, 1.92], [6.52, -1.52, 1.55], [-0.76, -4.66, 0.37], [-0.93, -2.69, -4.40], [2.65, 1.23, 1.99], [-3.06, -3.51, -3.02], [-1.78, 3.07, 1.42], [2.54, 0.30, 3.01], [1.84, -5.23, -1.71], [0.81, 0.92, -3.52], [-0.85, 4.18, 1.34], [0.84, -6.10, 0.38], [-2.94, 5.86, -3.29], [-3.78, -2.51, -1.72], [-1.25, 2.54, 3.37], [-3.66, 2.49, 0.71], [-1.61, -1.68, -2.28], [1.26, -1.16, 3.93], [3.56, 1.80, 1.85], [-3.78, -1.91, -3.38], [3.87, 0.04, 4.19], [4.39, -2.79, 4.42], [5.88, -3.22, 2.92], [0.94, -4.77, -1.31], [4.91, -1.07, 3.24], [-3.54, 5.42, -0.93], [0.61, -0.46, -1.24], [1.57, 1.41, 1.15], [0.38, -5.26, -0.14], [-1.82, 2.57, -1.57], [-0.84, -1.70, -3.95], [-2.97, 3.33, 0.60], [0.21, -1.41, -3.87], [-1.44, 2.85, -2.87], [0.34, -0.19, 2.24], [-1.84, 4.03, -3.49], [-2.59, 3.51, -0.85], [2.49, 1.45, -1.50], [0.85, -3.30, -2.85], [-3.72, -0.59, 0.50], [0.02, 3.97, 1.97], [-2.24, -0.62, 0.93], [-0.52, 4.31, 0.31], [-3.47, 4.24, 0.95], [-4.20, -1.97, 0.40], [-4.48, 0.18, 1.48], [-0.82, 2.14, -3.40], [1.69, 0.29, -2.31], [-1.20, -5.03, 1.29], [-1.53, 4.22, -4.51], [-3.73, 0.10, -0.83], [5.00, -2.40, 3.61], [-2.97, 4.68, -1.49], [2.68, -0.86, -2.86], [-1.33, 0.61, -0.67], [-1.34, -0.96, -4.57], [5.97, -4.27, 3.17], [1.37, -0.43, 3.15], [7.14, -1.21, 0.72], [-2.87, 2.03, 2.86], [-2.57, 3.74, 3.27], [-1.31, 5.12, 1.69], [-0.60, -0.72, 2.29], [-2.62, 4.94, -2.81], [5.62, 0.41, 1.84], [-0.78, -3.10, -1.46]], "de_lowest_kcal_mol": 0.00, "lumo_energy_ev": 3.7, "total_charge": -2, "energy_ev": -150351.1877, "spin_multiplicity": 1}

---

Entry 6:
{"formula": "C8H5Br2N3S", "method": "ωB97M-V/def2-TZVPD", "symbols": ["H", "N", "Br", "N", "C", "C", "C", "N", "H", "H", "H", "C", "C", "H", "S", "C", "C", "Br", "C"], "positions_angstrom": [[3.18, -0.42, 1.60], [-1.56, 1.13, 1.32], [-3.57, -0.70, -1.77], [-1.59, 1.80, -0.87], [0.63, -0.34, -1.28], [1.31, -1.53, -1.03], [-0.54, 1.83, 1.24], [1.78, 0.68, 0.54], [2.79, -2.47, 0.45], [-0.20, -0.35, -1.91], [0.13, 1.79, 2.06], [-3.08, 0.03, -0.06], [2.32, -1.57, -0.05], [1.09, -2.45, -1.55], [-0.12, 2.32, -0.49], [2.43, -0.42, 0.78], [-2.10, 0.93, 0.02], [-3.74, -0.96, 1.41], [0.84, 0.69, -0.41]], "de_lowest_kcal_mol": 61.09, "lumo_energy_ev": -0.2, "energy_ev": -163763.5935, "spin_multiplicity": 1}

---

Entry 7:
{"formula": "C5H12O", "method": "ωB97M-V/def2-TZVPD", "symbols": ["H", "C", "H", "H", "O", "H", "H", "H", "H", "H", "C", "C", "H", "H", "C", "H", "H", "C"], "positions_angstrom": [[1.87, -1.60, -0.60], [2.07, -0.60, -0.24], [-0.11, 1.32, 2.15], [-0.18, -2.48, 0.52], [1.22, -0.05, 0.62], [-1.27, 0.81, -1.50], [0.53, 0.74, -1.54], [-1.60, 1.03, 1.23], [-0.31, 2.18, -0.89], [-1.67, -1.54, 0.27], [-0.36, 1.39, -1.64], [-0.59, -1.53, 0.15], [-0.34, -1.49, -0.92], [3.06, -0.18, -0.18], [0.00, -0.36, 0.85], [-1.20, 0.00, 2.61], [-0.36, 1.83, -2.64], [-0.76, 0.54, 1.76]], "de_lowest_kcal_mol": 79.35, "lumo_energy_ev": [1.0, 1.0], "energy_ev": -7423.8705, "spin_multiplicity": 1}

---

Entry 8:
{"formula": "C4H5NO3", "method": "ωB97M-V/def2-TZVPD", "symbols": ["C", "C", "H", "O", "N", "H", "H", "O", "H", "O", "C", "H", "C"], "positions_angstrom": [[-1.45, 0.50, 0.00], [0.75, 1.44, -0.04], [2.93, -0.36, -0.12], [-3.45, -0.59, 0.12], [-2.71, 0.65, 0.16], [2.22, -1.11, 1.33], [1.44, 2.46, 0.26], [-0.57, -0.62, -0.30], [-2.76, -1.45, -0.76], [-0.75, 1.60, -0.16], [1.91, -0.77, 0.18], [1.76, -1.77, -0.49], [0.69, 0.01, -0.20]], "de_lowest_kcal_mol": 196.22, "lumo_energy_ev": 0.0, "energy_ev": -11853.4921, "spin_multiplicity": 1}